Record 1
This record from the OMol25 dataset describes a molecular structure, C32H45As3CsFN5O3S2 at a distorted geometry. The level of theory is ωB97M-V/def2-TZVPD.

Calculated values
* orbital gap (spin up / spin down): 6.60 / 3.04 eV
* LUMO energy (spin up / spin down): 1.53 / 0.75 eV
* charge: -1
* HOMO level (spin up / spin down): -0.1865 / -0.0842 Eh

Each line ends with the Löwdin charge.
Geometry (Å):
1 Cs -0.50241 -1.39694 2.63405  1.1129
2 C 3.22906 -1.53654 6.00827  -0.3202
3 As 2.34295 -1.52525 4.24065  0.9511
4 C 2.81930 -3.39017 3.81606  -0.3340
5 C 3.66901 -0.32604 3.31739  -0.3916
6 C 4.80655 -0.80733 2.40092  -0.6590
7 C 5.87336 -1.49365 3.26415  -0.0627
8 C 4.28210 -1.75778 1.31004  -0.3345
9 As 2.33023 -1.67187 0.86069  1.0947
10 C 2.35990 -0.21752 -0.45935  -0.2905
11 C 2.50970 -3.11520 -0.45123  -0.2955
12 C 5.38490 0.46491 1.74815  -0.3820
13 As 7.01095 0.57220 0.60154  1.1171
14 C 7.94640 -1.16064 0.73649  -0.3663
15 C 6.21368 0.20137 -1.16590  -0.3627
16 H 4.20992 -2.01184 5.97632  0.0130
17 H 2.58889 -2.08316 6.70102  -0.0016
18 H 3.33220 -0.51481 6.37302  0.0175
19 H 3.88244 -3.61384 3.88649  0.0125
20 H 2.44844 -3.65708 2.82699  -0.0081
21 H 2.28907 -3.99442 4.55329  0.0007
22 H 4.09163 0.29806 4.11195  0.0705
23 H 3.02044 0.33101 2.72585  0.0436
24 H 5.40092 -2.18961 3.95691  0.0506
25 H 6.42472 -0.75555 3.85400  0.0912
26 H 6.58379 -2.05301 2.65781  0.0516
27 H 4.42362 -2.79498 1.62904  0.0647
28 H 4.86612 -1.63168 0.39496  0.0369
29 H 3.18313 -0.32525 -1.16699  0.0100
30 H 2.41457 0.75552 0.02983  0.0181
31 H 1.41117 -0.26735 -0.99599  0.0146
32 H 3.36231 -2.94705 -1.11132  0.0216
33 H 1.59133 -3.15805 -1.03262  0.0146
34 H 2.63290 -4.07070 0.05923  0.0257
35 H 5.58459 1.19407 2.53869  0.0533
36 H 4.60812 0.91134 1.11702  0.0533
37 H 8.41279 -1.27113 1.71366  0.0062
38 H 8.73585 -1.15417 -0.01616  0.0098
39 H 7.28744 -2.00736 0.54516  0.0146
40 H 5.40931 0.91081 -1.36049  0.0091
41 H 5.81932 -0.81216 -1.23928  0.0032
42 H 6.97721 0.33276 -1.93298  0.0078
43 S -0.67823 0.36217 5.47382  0.5458
44 C -1.57794 -0.69048 6.44891  -0.8080
45 C -2.63117 -0.06612 7.18803  -0.3233
46 N -3.47611 0.46894 7.75902  0.1510
47 C -1.39035 -2.07745 6.60140  -0.7942
48 S -0.22217 -3.04869 5.84986  0.6069
49 C -2.25926 -2.77841 7.49454  -0.3226
50 N -2.94438 -3.37139 8.20535  0.1528
51 F -2.69168 4.38653 -1.77085  0.0654
52 C -2.97493 3.07232 -1.88399  -0.2028
53 C -2.29436 2.17682 -1.11088  0.0872
54 C -2.52336 0.80527 -1.26521  -0.0445
55 C -1.80015 -0.13666 -0.40337  -0.3342
56 O -1.05271 0.25903 0.49375  -0.1321
57 C -2.08826 -1.52851 -0.67488  -0.0316
58 C -2.96913 -1.87619 -1.63247  0.0392
59 N -3.63446 -0.98303 -2.43063  -0.0029
60 C -4.56263 -1.45520 -3.41721  -0.2727
61 C -4.23449 -1.27381 -4.87354  -0.0987
62 C -4.20234 -2.63893 -4.25706  -0.0895
63 C -3.44856 0.37362 -2.23330  -0.1184
64 C -4.17674 1.31741 -2.96284  0.0712
65 C -3.95375 2.67587 -2.79485  -0.1694
66 N -4.70772 3.57117 -3.61453  -0.1029
67 C -5.25989 4.75395 -2.96247  -0.1697
68 C -6.31355 5.36322 -3.87815  -0.2037
69 N -5.66088 5.73007 -5.16860  -0.0484
70 C -5.06902 4.52770 -5.81823  -0.2155
71 C -4.04953 3.90601 -4.87330  -0.1632
72 C -1.44892 -2.66415 0.13216  -0.7686
73 O -2.18335 -3.62863 0.38267  0.0022
74 O -0.24925 -2.50502 0.45456  -0.4458
75 H -1.56790 2.49504 -0.37474  0.1388
76 H -3.20477 -2.91900 -1.79099  0.1437
77 H -5.60541 -1.35125 -3.13465  0.1536
78 H -3.28666 -0.80666 -5.10580  0.1115
79 H -5.03764 -1.02359 -5.55343  0.1010
80 H -3.23832 -3.10195 -4.09881  0.1080
81 H -4.99337 -3.33489 -4.49707  0.1050
82 H -4.94139 1.02330 -3.66558  0.1195
83 H -4.50641 5.51641 -2.73541  0.1106
84 H -5.71873 4.45058 -2.01939  0.1385
85 H -6.75745 6.26157 -3.44897  0.0921
86 H -7.09077 4.63487 -4.09353  0.1109
87 H -4.88509 6.40075 -4.95758  0.0640
88 H -6.34402 6.22740 -5.82292  0.0118
89 H -4.62234 4.83093 -6.76576  0.0876
90 H -5.87554 3.82232 -6.00092  0.1095
91 H -3.20588 4.59873 -4.73425  0.1238
92 H -3.65696 2.98807 -5.31523  0.1291

---

Record 2
This record from the OMol25 dataset describes a molecular structure, C32H45BF6KN7O5S2 at a distorted geometry. The level of theory is ωB97M-V/def2-TZVPD.

Calculated values
* orbital gap: 6.01 eV
* LUMO energy: 4.17 eV
* charge: -2
* HOMO level: -0.0678 Eh

Each line ends with the Löwdin charge.
Geometry (Å):
1 K -0.27840 -0.11260 -0.96960  0.7884
2 C 0.25180 -4.29320 0.31000  -0.0603
3 C -1.17980 -4.05320 0.78730  -0.3585
4 C -1.87770 -5.37730 1.10280  -0.0852
5 C -1.16490 -3.11540 1.95920  -0.2852
6 C -1.72000 -3.27170 3.24170  -0.0390
7 C -1.35890 -2.12070 3.90610  -0.1053
8 N -0.64590 -1.35090 3.06480  -0.0334
9 N -0.53230 -1.95280 1.88690  0.1334
10 B 0.05750 -0.04590 3.46950  -0.5332
11 N 1.50920 -0.04230 2.97370  -0.0337
12 C 2.58130 0.00380 3.78460  -0.1032
13 C 3.71570 -0.00930 3.00400  -0.0414
14 C 3.22470 -0.06340 1.68890  -0.2918
15 N 1.90000 -0.08350 1.70520  0.1422
16 C 3.98870 -0.11480 0.39780  -0.3673
17 C 5.45370 0.28850 0.57940  -0.0844
18 C 3.88030 -1.51830 -0.20110  -0.0589
19 N -0.68050 1.21200 2.97910  -0.0349
20 C -1.17660 2.17190 3.78140  -0.1036
21 C -1.66490 3.18880 2.99030  -0.0388
22 C -1.42260 2.74990 1.67850  -0.2930
23 N -0.83740 1.56120 1.70530  0.1299
24 C -1.68550 3.46150 0.38600  -0.3667
25 C -0.39370 4.11650 -0.11000  -0.0593
26 C -2.80520 4.49810 0.50230  -0.0788
27 H 0.24650 -4.92620 -0.57520  0.0706
28 H 0.84670 -4.77060 1.08990  0.0808
29 H 0.69760 -3.33280 0.06460  0.0595
30 H -1.71500 -3.56250 -0.03240  0.1211
31 H -1.38330 -5.88700 1.92940  0.0723
32 H -1.85100 -6.02680 0.22850  0.0736
33 H -2.91930 -5.21670 1.37520  0.0626
34 H -2.30130 -4.08700 3.63110  0.0799
35 H -1.55070 -1.81050 4.91580  0.0994
36 H 0.08010 -0.00290 4.66580  0.1060
37 H 2.47810 0.05370 4.85130  0.0977
38 H 4.73440 0.01720 3.34110  0.0786
39 H 3.50980 0.57570 -0.30130  0.1158
40 H 5.97560 -0.42680 1.21460  0.0690
41 H 5.53020 1.27460 1.03390  0.0741
42 H 5.95810 0.32260 -0.38600  0.0671
43 H 4.27680 -2.25940 0.49160  0.0804
44 H 4.43120 -1.58380 -1.13770  0.0727
45 H 2.83470 -1.73010 -0.39820  0.0594
46 H -1.16030 2.08350 4.85050  0.0980
47 H -2.12830 4.10080 3.31430  0.0797
48 H -1.97360 2.71360 -0.35290  0.1090
49 H -0.06470 4.89540 0.57740  0.0798
50 H -0.53950 4.54800 -1.09820  0.0669
51 H 0.38620 3.36660 -0.19340  0.0634
52 H -2.52690 5.30260 1.18130  0.0659
53 H -3.72120 4.03780 0.86870  0.0738
54 H -3.00940 4.93350 -0.47490  0.0718
55 F 3.27410 2.15460 -4.91400  0.1142
56 C 3.21420 1.28230 -3.89650  -0.6296
57 F 4.32920 1.48340 -3.16920  0.1123
58 F 3.32800 0.06310 -4.42300  0.1222
59 S 1.65790 1.49740 -2.82810  0.5568
60 O 1.65140 0.31240 -2.03800  -0.4192
61 O 1.89320 2.73580 -2.15950  -0.2572
62 N 0.57660 1.57280 -3.97110  -0.2644
63 S -0.78030 2.13950 -3.40410  0.5807
64 O -0.96280 3.54720 -3.59150  -0.2674
65 O -1.14090 1.60100 -2.13340  -0.4327
66 C -2.02020 1.44210 -4.64150  -0.6417
67 F -3.24210 1.92410 -4.35030  0.1164
68 F -1.73570 1.87070 -5.88160  0.1151
69 F -2.12570 0.12650 -4.70620  0.1531
70 C -4.67370 -1.27350 -2.39960  -0.0555
71 C -3.89130 -2.37620 -1.67830  -0.3805
72 C -4.84160 -3.24930 -0.86030  -0.0803
73 C -3.06570 -3.15230 -2.68090  -0.1513
74 C -3.58030 -4.23560 -3.35950  -0.0858
75 C -2.83340 -4.92290 -4.30490  -0.1462
76 C -1.53720 -4.49770 -4.55060  -0.0892
77 C -0.97690 -3.42080 -3.89420  -0.1440
78 C 0.43960 -3.02270 -4.24680  -0.3605
79 C 1.34100 -2.96680 -3.01400  -0.0632
80 C 0.46090 -1.68300 -4.98380  -0.0636
81 C -1.73220 -2.67530 -2.92710  -0.3492
82 O -1.26630 -1.66130 -2.31480  -0.2553
83 H -5.25880 -0.68450 -1.69180  0.0704
84 H -5.35070 -1.71100 -3.13810  0.0779
85 H -3.97500 -0.61680 -2.90950  0.0619
86 H -3.18330 -1.88630 -0.99470  0.1250
87 H -5.64000 -3.64400 -1.49180  0.0618
88 H -5.30120 -2.66860 -0.06100  0.0712
89 H -4.30320 -4.08160 -0.41610  0.0616
90 H -4.59250 -4.57390 -3.15830  0.0923
91 H -3.25650 -5.77010 -4.83860  0.0722
92 H -0.93640 -5.03060 -5.28740  0.0940
93 H 0.84080 -3.78580 -4.93640  0.1206
94 H 0.87660 -2.31790 -2.27750  0.0419
95 H 2.31980 -2.56300 -3.26370  0.0716
96 H 1.46170 -3.95910 -2.58380  0.0719
97 H 0.16460 -0.88590 -4.31230  0.0394
98 H -0.23480 -1.70430 -5.82250  0.0812
99 H 1.45940 -1.46340 -5.35590  0.0645